Version A
Formula: C3H4N2OS
Source: the OMol25 dataset
Level of theory: ωB97M-V/def2-TZVPD

Last column: natural (NBO) charge in e.
Atoms and positions in Å:
C 0.30 -0.10 -0.09  0.30
C -0.50 1.10 -0.10  -0.10
C -1.29 2.02 -0.08  -0.13
H 1.70 -1.79 0.04  0.49
H 1.96 0.59 0.75  0.37
H -2.36 -0.51 -0.11  0.10
H -2.02 2.77 -0.02  0.24
N 1.67 0.09 -0.11  -0.29
N -0.12 -1.33 -0.19  -0.63
O 2.42 -1.13 -0.08  -0.55
S -1.76 -1.71 -0.02  0.22

The HOMO-LUMO gap comes out at 0.326 Eh.

---

Version B
Formula: C3H4N2OS
Source: the OMol25 dataset
Level of theory: ωB97M-V/def2-TZVPD

Last column: natural (NBO) charge in e.
Atoms and positions in Å:
C 0.35 -1.20 0.51  -0.64
C 0.10 1.36 -1.22  0.36
C -0.58 -0.19 1.17  0.08
H 1.43 -0.93 0.61  0.25
H 0.21 -2.21 0.88  0.24
H -0.09 2.31 -1.64  0.18
H -1.38 -0.56 1.80  0.21
N -0.09 0.26 -1.84  -0.60
N -0.50 1.06 0.95  -0.11
O 0.57 1.41 0.08  -0.44
S -0.03 -1.31 -1.29  0.48

The HOMO-LUMO gap comes out at 0.352 Eh.

---

Version C
Formula: C3H4N2OS
Source: the OMol25 dataset
Level of theory: ωB97M-V/def2-TZVPD

Last column: natural (NBO) charge in e.
Atoms and positions in Å:
C 1.77 -0.49 0.26  -0.08
C -2.19 0.41 -0.17  0.51
C 1.27 0.69 -0.07  -0.34
N 0.95 -1.60 0.08  -0.70
N -0.97 -0.04 0.17  -0.86
O -3.03 0.88 0.55  -0.54
S -0.57 -1.51 0.31  1.25
H 2.78 -0.74 0.59  0.22
H -2.38 0.12 -1.26  0.10
H 1.99 1.48 0.15  0.20
H 0.37 0.82 -0.61  0.24

The HOMO-LUMO gap comes out at 0.299 Eh.

---

Version D
Formula: C3H4N2OS
Source: the OMol25 dataset
Level of theory: ωB97M-V/def2-TZVPD

Last column: natural (NBO) charge in e.
Atoms and positions in Å:
C 0.63 0.69 -0.51  -0.35
C 1.32 -0.42 -0.29  0.00
C -0.72 0.48 0.10  0.28
N 0.58 -1.35 0.35  -0.42
N -0.69 -1.00 0.69  -0.30
O -1.26 1.76 0.37  -0.69
S -1.80 -0.78 -0.74  0.10
H 0.93 1.52 -1.04  0.24
H 2.36 -0.46 -0.67  0.23
H 0.73 -2.20 0.79  0.41
H -2.08 1.76 0.95  0.49

The HOMO-LUMO gap comes out at 0.327 Eh.

---

Stability ranking, top and bottom: version B is the most stable and version A is the least stable.